Record 1
Below is a molecular structure, C11H16AsF3MnN2O5S at a distorted geometry, with properties calculated with the ωB97M-V functional and the def2-TZVPD basis.

Last column: Löwdin charge in e.
Atoms and positions in Å:
1 Mn -1.6149 -1.8626 0.0193  0.62
2 N 0.8675 -2.3180 0.2317  0.00
3 N 1.1808 -2.0539 1.5924  -0.02
4 C 0.1193 -2.1018 2.5638  -0.76
5 O 0.4412 -2.2534 3.7184  0.05
6 O -1.0427 -1.8956 2.0894  -0.14
7 H 0.9473 -3.3136 0.0036  0.10
8 H 1.5144 -1.7995 -0.3607  0.08
9 H 2.0273 -2.5025 1.9404  0.13
10 F -1.5391 -4.3137 0.5361  0.08
11 C -2.2635 -4.8924 -0.4606  -0.62
12 F -1.4239 -5.6896 -1.1198  0.15
13 F -3.2020 -5.6359 0.1034  0.17
14 S -2.8280 -3.4528 -1.5421  0.50
15 O -3.5887 -3.9975 -2.6063  -0.22
16 O -1.5084 -2.9094 -1.8820  -0.33
17 O -3.5172 -2.5855 -0.5975  -0.32
18 C -2.3032 2.1183 -0.4018  -0.27
19 As -1.0986 0.6030 0.0560  1.19
20 C -0.4520 1.3347 1.7526  -0.26
21 C 0.4067 0.9858 -1.2221  -0.30
22 C 1.3517 2.0837 -0.8583  -0.32
23 C 2.2644 1.9270 0.1835  -0.07
24 C 3.1673 2.9329 0.4811  -0.07
25 C 3.1884 4.0970 -0.2705  -0.09
26 C 2.2946 4.2558 -1.3145  -0.08
27 C 1.3739 3.2617 -1.5967  -0.05
28 H -1.7576 3.0676 -0.4070  0.03
29 H -3.0929 2.1561 0.3546  0.03
30 H -2.7652 1.9528 -1.3771  0.02
31 H -0.0273 2.3332 1.6275  0.04
32 H 0.2810 0.6538 2.1815  0.02
33 H -1.3047 1.3784 2.4320  0.04
34 H -0.0715 1.1934 -2.1847  0.08
35 H 0.9387 0.0358 -1.3227  0.05
36 H 2.2693 1.0014 0.7488  0.11
37 H 3.8631 2.8025 1.2964  0.11
38 H 3.9050 4.8732 -0.0493  0.10
39 H 2.3161 5.1477 -1.9210  0.10
40 H 0.6837 3.3837 -2.4192  0.11

Output
- E (eV) = -136029.59709
- Kohn-Sham gap (spin up / spin down) (Eh) = 0.33537 / 0.35396
- LUMO energy (spin up / spin down) (eV) = -0.36 / 0.20
- 2S+1 = 2
- highest occupied orbital energy (spin up / spin down) (eV) = -9.48 / -9.43

Record 2
Below is a molecular structure, C11H16ClINO4STi at a distorted geometry, with properties calculated with the ωB97M-V functional and the def2-TZVPD basis.

Last column: Löwdin charge in e.
Atoms and positions in Å:
1 C -2.5180 -1.8760 -1.3381  0.18
2 C -1.7156 -1.2200 -0.7428  -0.16
3 N -0.6675 -0.7855 0.0196  -0.09
4 C -0.3236 -1.7621 1.0468  -0.15
5 C -0.7848 -1.1860 2.4202  -0.11
6 C -0.5215 0.3287 2.6088  -0.18
7 C 0.9682 0.7500 2.8054  -0.26
8 S 1.1662 2.5455 2.6457  0.31
9 O 0.8086 3.0910 3.9003  -0.27
10 O 0.3954 2.9954 1.5441  -0.30
11 Cl 3.1273 2.8836 2.2137  0.44
12 C 0.5027 -0.2905 -0.7518  -0.22
13 C 0.0270 0.9569 -1.5381  -0.21
14 C 0.1575 0.8567 -3.0715  -0.72
15 C -1.0016 0.0859 -3.7191  -0.17
16 I -0.0136 2.9117 -3.7875  0.86
17 C 1.2871 -1.3817 -1.4697  -0.74
18 O 0.8634 -2.5237 -1.5997  0.10
19 O 2.4572 -0.9975 -1.7679  0.02
20 H -3.3221 -2.1901 -1.9616  0.06
21 H 0.7817 -1.8747 1.0764  0.00
22 H -0.7717 -2.7359 0.8528  0.16
23 H -1.8676 -1.3185 2.4701  0.14
24 H -0.3497 -1.7624 3.2472  0.13
25 H -1.0301 0.6110 3.5344  0.14
26 H -0.9604 0.9425 1.8236  0.11
27 H 1.2239 0.5259 3.8456  0.12
28 H 1.6840 0.2180 2.1438  0.00
29 H 1.2584 0.1092 -0.0046  0.10
30 H -0.9931 1.2511 -1.2873  0.12
31 H 0.6524 1.7995 -1.2323  0.08
32 H 1.1359 0.5278 -3.4099  0.07
33 H -0.9787 0.2321 -4.7970  0.07
34 H -0.9310 -0.9707 -3.4512  0.07
35 H -1.9322 0.5041 -3.3287  0.07
36 Ti 2.1858 -1.2514 1.0605  1.26

Output
- E (eV) = -75903.32075
- Kohn-Sham gap (Eh) = 0.17686
- LUMO energy (eV) = -6.76
- charge = +1
- 2S+1 = 1
- highest occupied orbital energy (eV) = -11.57

Record 3
Below is a molecular structure, C11H16ClO2PPt at a distorted geometry, with properties calculated with the ωB97M-V functional and the def2-TZVPD basis.

Last column: Löwdin charge in e.
Atoms and positions in Å:
1 Cl 2.9883 0.3685 -0.9037  0.78
2 C -0.9071 1.1269 -2.6702  -0.10
3 C -1.9129 0.3458 -1.9960  -0.09
4 C -1.3828 -0.9483 -1.7453  0.00
5 H -2.9213 0.6630 -1.8396  0.14
6 C -0.0054 -0.9685 -2.1810  -0.28
7 C 0.2943 0.3440 -2.7457  -0.09
8 H 1.1985 0.6133 -3.3008  0.15
9 H -1.0654 2.0769 -3.1612  0.15
10 H -1.8954 -1.7894 -1.2738  0.15
11 C 0.9113 -2.1197 -2.1348  -0.01
12 Pt -0.1175 0.9580 -0.5261  1.05
13 C -1.0879 2.5313 -0.0828  -0.23
14 C 1.8026 1.6119 -0.4351  -0.81
15 O -1.7959 3.4065 0.2144  0.20
16 O 2.2454 2.6807 -0.1097  0.13
17 H 0.7243 -2.7294 -1.2468  0.09
18 H 1.9617 -1.7962 -2.1179  0.07
19 H 0.7649 -2.7716 -3.0074  0.13
20 C -1.4265 -0.8875 2.7288  -0.20
21 P -0.2387 0.0434 1.6627  0.74
22 C 0.3355 1.3370 2.7698  -0.23
23 C 1.0866 -1.2333 1.5694  -0.23
24 H -2.2918 -0.2497 2.9602  0.06
25 H -0.9304 -1.1572 3.6708  0.08
26 H -1.7850 -1.7931 2.2240  0.06
27 H 0.7135 0.8869 3.6949  0.08
28 H 1.1718 1.8688 2.3168  0.04
29 H -0.5142 2.0001 2.9550  0.07
30 H 1.4632 -1.4375 2.5836  0.08
31 H 0.6839 -2.1568 1.1331  0.06
32 H 1.9325 -0.8245 0.9943  -0.02

Output
- E (eV) = -40797.28815
- Kohn-Sham gap (spin up / spin down) (Eh) = 0.28312 / 0.21153
- LUMO energy (spin up / spin down) (eV) = -7.14 / -11.89
- charge = +2
- 2S+1 = 5
- highest occupied orbital energy (spin up / spin down) (eV) = -14.84 / -17.64
- energy above the lowest of the compared OMol25 structures with the same formula, charge and spin (kJ/mol) = 82.19

Record 4
Below is a molecular structure, C11H16CoN4OS, with properties calculated with the ωB97M-V functional and the def2-TZVPD basis.

Last column: Löwdin charge in e.
Atoms and positions in Å:
1 Co -0.6414 -0.3618 -0.1342  0.07
2 C 0.7757 3.6643 -0.0358  -0.03
3 C 0.5644 2.1840 -0.0921  -0.28
4 N -0.6168 1.5532 -0.1074  -0.07
5 N -1.7922 2.2483 -0.1033  0.00
6 C -2.9245 1.5492 -0.1191  -0.80
7 N -4.1025 2.2511 -0.1492  0.07
8 S -2.8731 -0.1370 -0.1551  0.79
9 C 1.6406 1.2712 -0.1307  -0.23
10 C 3.0069 1.6352 -0.1220  -0.04
11 C 3.9700 0.6665 -0.1929  -0.10
12 C 3.5850 -0.6822 -0.2746  -0.09
13 C 2.2394 -0.9752 -0.2636  -0.13
14 N 1.2706 -0.0566 -0.1860  0.02
15 H -0.1470 4.2408 -0.1014  0.06
16 H 1.4088 4.0021 -0.8592  0.08
17 H 1.2644 3.9650 0.8948  0.09
18 H -1.7886 3.2555 -0.1455  0.14
19 H -4.1249 3.1553 0.2953  0.09
20 H -4.9199 1.6888 0.0191  0.08
21 H 3.2805 2.6797 -0.0569  0.10
22 H 5.0174 0.9395 -0.1866  0.10
23 H 4.3118 -1.4784 -0.3420  0.09
24 H 1.8979 -2.0007 -0.3211  0.10
25 C -1.4319 -4.3449 -0.7353  -0.07
26 O -1.1214 -2.9616 -0.9447  -0.13
27 C -0.7769 -2.1517 0.0495  -0.36
28 C -0.6508 -2.8091 1.3976  -0.08
29 H -0.6205 -4.8626 -0.2246  0.09
30 H -1.5664 -4.7647 -1.7281  0.09
31 H -2.3572 -4.4501 -0.1684  0.09
32 H -1.4833 -3.4724 1.6464  0.08
33 H -0.5622 -2.0342 2.1541  0.07
34 H 0.2680 -3.4066 1.4230  0.09

Output
- E (eV) = -68133.66937
- Kohn-Sham gap (spin up / spin down) (Eh) = 0.20338 / 0.23998
- LUMO energy (spin up / spin down) (eV) = 0.53 / 0.42
- 2S+1 = 2
- highest occupied orbital energy (spin up / spin down) (eV) = -5.00 / -6.11

Record 5
Below is a molecular structure, C11H16F6N4O5PSr, with properties calculated with the ωB97M-V functional and the def2-TZVPD basis.

Last column: Löwdin charge in e.
Atoms and positions in Å:
1 Sr 0.6971 0.7280 -0.4225  1.65
2 N -2.0447 -2.3681 0.5624  0.08
3 C -1.5109 -2.9716 -0.5130  -0.09
4 C -1.2034 -1.6365 -2.0734  -0.54
5 O -1.0607 -2.3328 -3.0174  0.14
6 O -1.2580 -0.5346 -1.5851  -0.02
7 H -1.4435 -1.7529 1.1211  0.05
8 H -3.0370 -2.2054 0.5891  0.11
9 H -2.1312 -3.6583 -1.0727  0.10
10 H -0.4560 -3.2122 -0.4483  0.10
11 O -0.1407 -0.5735 1.5029  -0.32
12 N 0.1629 -0.3230 2.7278  -0.02
13 N 0.9702 0.6477 2.8454  -0.25
14 O 1.4362 1.3082 1.8297  -0.25
15 C 1.3660 1.0505 4.1734  -0.16
16 C 0.8729 0.3885 5.2902  -0.02
17 C 1.2704 0.8171 6.5454  -0.08
18 C 2.1448 1.8874 6.6825  -0.09
19 C 2.6248 2.5330 5.5541  -0.07
20 C 2.2377 2.1189 4.2872  -0.01
21 H 0.1915 -0.4396 5.1718  0.10
22 H 0.8899 0.3109 7.4228  0.10
23 H 2.4481 2.2184 7.6669  0.10
24 H 3.3041 3.3695 5.6506  0.11
25 H 2.5902 2.6082 3.3924  0.11
26 C 4.8729 -1.5548 -0.8181  -0.02
27 N 4.3744 -1.0060 -2.0687  -0.17
28 C 5.3468 -0.6875 -3.0981  -0.03
29 C 3.0825 -0.7529 -2.2296  -0.30
30 O 2.2257 -0.9743 -1.3621  -0.15
31 H 5.6590 -2.2768 -1.0359  0.09
32 H 4.0611 -2.0458 -0.2908  0.09
33 H 5.2822 -0.7638 -0.1869  0.10
34 H 5.8310 -1.5965 -3.4575  0.09
35 H 6.1075 -0.0184 -2.6948  0.10
36 H 4.8537 -0.1895 -3.9297  0.09
37 H 2.8179 -0.3247 -3.2028  0.15
38 F 0.2697 3.1423 -1.1477  -0.26
39 P 1.4841 3.2819 -2.2892  0.16
40 F 2.4639 2.4713 -1.2106  -0.25
41 F 1.0238 1.7694 -2.8167  -0.24
42 F 1.9221 4.6554 -1.6470  -0.10
43 F 2.6647 3.2910 -3.3508  -0.12
44 F 0.4616 3.9494 -3.2912  -0.10

Output
- E (eV) = -54300.87218
- Kohn-Sham gap (spin up / spin down) (Eh) = 0.30522 / 0.28221
- LUMO energy (spin up / spin down) (eV) = 0.34 / -0.95
- 2S+1 = 2
- highest occupied orbital energy (spin up / spin down) (eV) = -7.96 / -8.63
- energy above the lowest of the compared OMol25 structures with the same formula, charge and spin (kJ/mol) = 0.00

Record 6
Below is a single C11H16N2O2 molecule at a distorted geometry, with properties calculated with the ωB97M-V functional and the def2-TZVPD basis.

Last column: Löwdin charge in e.
Atoms and positions in Å:
1 C -3.0857 1.2621 0.5716  -0.01
2 C -1.9303 1.1780 -0.3143  -0.24
3 C -1.6382 2.0708 -1.2962  0.02
4 C -0.2286 2.1326 -1.9225  -0.23
5 C 0.3957 3.3342 -1.2419  -0.23
6 O 0.8172 4.3445 -1.7764  0.06
7 C 0.5185 0.8364 -1.5907  -0.11
8 N 0.3136 0.5165 -0.1895  -0.05
9 C 1.1170 -0.5414 0.4269  -0.35
10 C 2.3634 0.0041 1.1154  -0.02
11 C 0.2272 -1.3505 1.2474  -0.26
12 C 0.4255 -2.8137 1.4753  -0.05
13 C -1.2070 -1.0102 0.6463  -0.38
14 O -2.2154 -1.6036 0.9270  0.09
15 N -1.0312 0.1264 -0.0571  0.03
16 H -3.5164 0.2280 0.6066  0.10
17 H -3.7756 1.9673 0.2957  0.06
18 H -2.7515 1.3428 1.5530  0.08
19 H -2.2315 2.9903 -1.3473  0.12
20 H -0.2708 2.3133 -2.9837  0.14
21 H 0.5207 3.2301 -0.2286  0.10
22 H 0.1842 0.1347 -2.2829  0.11
23 H 1.6483 0.9233 -1.7613  0.16
24 H 1.5180 -1.1690 -0.3839  0.15
25 H 2.6730 0.8422 0.5695  0.06
26 H 3.0432 -0.7896 1.1711  0.06
27 H 2.2787 0.2983 2.2109  0.11
28 H 0.2190 -0.7155 2.2048  0.18
29 H -0.4797 -3.3545 1.8383  0.09
30 H 1.3042 -2.8820 2.2570  0.12
31 H 0.7316 -3.3382 0.5576  0.08

Output
- E (eV) = -18739.42194
- Kohn-Sham gap (Eh) = 0.34221
- LUMO energy (eV) = 0.67
- 2S+1 = 1
- highest occupied orbital energy (eV) = -8.64
- energy above the lowest of the compared OMol25 structures with the same formula, charge and spin (kJ/mol) = 343.73